Version A
{
  "formula": "C2H7NS2",
  "method": "the ωB97M-V functional and the def2-TZVPD basis",
  "symbols": ["C", "N", "C", "H", "H", "H", "H", "H", "S", "S", "H", "H"],
  "coordinates": [[-2.2239, 1.0787, -0.7526], [-2.0575, 0.4267, 0.4531], [-2.9778, -0.6457, 0.7450], [-1.7144, 2.0048, -0.8807], [-2.9423, 0.7317, -1.5294], [-2.3356, -1.4820, 0.7756], [-3.3985, -0.5325, 1.7897], [-3.6352, -1.0243, -0.0463], [1.8418, -0.2699, -1.2170], [1.7231, -0.1271, 1.0384], [2.2008, 1.0739, -1.4106], [0.3990, -0.0052, 1.0321]],
  "lowdin_charge": [-0.003, -0.099, -0.189, 0.039, 0.071, 0.047, 0.101, 0.073, 0.190, 0.253, -0.192, -0.291],
  "orbital_gap_ha": 0.3396,
  "smiles": "C=NC.SS",
  "e_lumo_ev": -0.20
}

Version B
{
  "formula": "C2H7NS2",
  "method": "the ωB97M-V functional and the def2-TZVPD basis",
  "symbols": ["C", "N", "H", "H", "H", "C", "S", "S", "H", "H", "H", "H"],
  "coordinates": [[-2.1584, -3.0481, 3.9408], [-3.4702, -3.1282, 3.9496], [-1.6294, -3.9325, 3.6119], [-1.4195, -2.2370, 4.0088], [-4.0029, -2.3818, 4.2490], [1.7698, 2.0481, -3.8429], [2.0043, 3.2656, -2.5340], [2.3307, 1.9277, -1.0582], [1.8971, 2.6014, -4.6806], [0.7362, 1.6566, -3.8236], [2.5181, 1.1660, -3.7793], [1.4242, 2.0622, -0.0416]],
  "lowdin_charge": [-0.113, 0.031, 0.039, 0.057, -0.014, -0.515, 0.351, 0.271, -0.033, 0.041, 0.067, -0.181],
  "orbital_gap_ha": 0.3368,
  "smiles": "C=N.CSS",
  "e_lumo_ev": 0.47
}

Version C
{
  "formula": "C2H7NS2",
  "method": "the ωB97M-V functional and the def2-TZVPD basis",
  "symbols": ["C", "C", "N", "S", "S", "H", "H", "H", "H", "H", "H", "H"],
  "coordinates": [[0.9028, -1.7258, -0.5540], [0.1307, 0.6264, 0.3322], [-1.0313, 0.8491, -0.4613], [1.5938, 1.7892, -0.1954], [-2.5837, 1.0364, 0.0929], [-0.1599, -2.2027, -0.8296], [1.5864, -2.2008, 0.1687], [1.2885, -0.9714, -1.2453], [-0.0703, 0.6903, 1.3759], [-0.8654, 0.7003, -1.4187], [2.6133, 1.1019, 0.1414], [-2.8179, 2.3218, 0.3020]],
  "lowdin_charge": [0.024, -0.494, -0.570, 0.641, 0.743, 0.049, -0.011, -0.045, 0.025, 0.043, -0.232, -0.172],
  "orbital_gap_ha": [0.3106, 0.2968],
  "e_lumo_ev": [0.10, 0.33]
}

Version D
{
  "formula": "C2H7NS2",
  "method": "the ωB97M-V functional and the def2-TZVPD basis",
  "symbols": ["C", "N", "C", "S", "H", "H", "H", "H", "H", "S", "H", "H"],
  "coordinates": [[-0.1021, -0.3005, -1.2677], [-0.9757, 0.2772, -0.5070], [-1.1730, -0.3260, 0.7415], [-1.7970, 1.6424, -0.9080], [0.0706, -0.1875, -2.2521], [0.4812, -1.0171, -0.7246], [-1.9492, 0.2439, 1.2005], [-1.6919, -1.2865, 0.5285], [-0.2191, -0.4793, 1.3814], [2.8679, 0.0069, 0.6122], [2.4512, 0.9268, 1.5198], [2.0370, 0.4998, -0.3243]],
  "lowdin_charge": [-0.072, -0.767, -0.156, 0.545, 0.052, 0.053, 0.044, 0.112, 0.121, 0.490, -0.192, -0.231],
  "orbital_gap_ha": [0.2871, 0.2872],
  "smiles": "C=[N+](C)[S-].S",
  "e_lumo_ev": [-0.25, -0.25]
}

Of them, version B has the highest stability.

Version A
{
  "formula": "C6H11N2",
  "method": "the ωB97M-V functional and the def2-TZVPD basis",
  "symbols": ["C", "N", "C", "C", "N", "C", "C", "C", "H", "H", "H", "H", "H", "H", "H", "H", "H", "H", "H"],
  "coordinates": [[-1.0694, -0.9753, -1.9828], [-1.2983, 0.2610, -1.1525], [-0.5272, 0.2332, 0.1152], [-0.5663, -0.4814, 1.3332], [0.5779, -0.6478, 1.8590], [1.6729, 0.0604, 1.1238], [0.9945, 0.5327, -0.0947], [0.1327, 1.7687, -0.0559], [-0.2191, -0.8449, -2.6286], [-0.9396, -1.8531, -1.4056], [-1.9216, -1.1808, -2.6205], [-2.2059, 0.3509, -0.9199], [-1.4527, -0.9362, 1.9090], [0.9527, -0.9399, 2.7534], [2.3644, -0.6768, 0.9705], [2.1608, 0.7163, 1.8480], [1.4677, 0.2470, -0.9851], [0.1765, 2.4819, 0.8385], [-0.3000, 1.8842, -0.9050]],
  "lowdin_charge": [-0.049, -0.021, -0.267, 0.038, 0.113, -0.058, -0.155, 0.121, 0.078, 0.066, 0.089, 0.071, 0.197, 0.185, 0.108, 0.155, 0.138, 0.161, 0.029],
  "orbital_gap_ha": 0.3317,
  "smiles": "CN[C@@]12C=[NH+]C[C@@H]1C2",
  "e_lumo_ev": -4.53,
  "charge": 1
}

Version B
{
  "formula": "C6H11N2",
  "method": "the ωB97M-V functional and the def2-TZVPD basis",
  "symbols": ["C", "N", "C", "C", "C", "C", "N", "C", "H", "H", "H", "H", "H", "H", "H", "H", "H", "H", "H"],
  "coordinates": [[-1.7987, 1.2763, -0.2194], [-0.9343, 0.1288, -0.2019], [-1.3367, -1.0690, -0.8715], [0.1916, 0.2388, 0.5509], [0.8196, 1.5798, 0.7832], [1.8981, 0.7959, 0.1149], [1.3783, -0.3836, 0.3132], [1.9938, -1.6417, 0.2868], [-1.7793, 1.6433, -1.2407], [-2.8937, 1.0076, 0.0439], [-1.4680, 2.0439, 0.5010], [-1.9248, -1.7054, -0.2056], [-1.9442, -0.8567, -1.6930], [-0.3589, -1.6311, -1.1526], [1.2699, 1.8396, 1.8469], [0.2245, 2.4995, 0.2972], [2.9758, -1.3987, -0.2329], [1.3928, -2.4777, -0.2213], [2.2943, -1.8895, 1.3008]],
  "lowdin_charge": [-0.031, -0.140, 0.003, -0.181, -0.036, 0.121, -0.107, -0.004, 0.113, 0.144, 0.086, 0.114, 0.083, 0.121, 0.185, 0.160, 0.135, 0.126, 0.107],
  "orbital_gap_ha": 0.3372,
  "smiles": "CN(C)[C@]12CC1=[N+]2C",
  "e_lumo_ev": -4.29,
  "charge": 1
}

Of them, version A has the highest stability.

Version A
{
  "formula": "CH3NO",
  "method": "the ωB97M-V functional and the def2-TZVPD basis",
  "symbols": ["N", "C", "O", "H", "H", "H"],
  "coordinates": [[0.1538, -0.2541, -0.5765], [-0.1768, 0.3356, 0.5897], [-1.2713, 0.7145, 0.8926], [-0.5042, -0.6030, -1.2588], [1.0468, -0.6280, -0.8312], [0.7518, 0.4351, 1.1843]],
  "lowdin_charge": [0.106, -0.450, 0.029, 0.103, 0.087, 0.125],
  "orbital_gap_ha": 0.4095,
  "smiles": "NC=O",
  "e_lumo_ev": 0.95
}

Version B
{
  "formula": "CH3NO",
  "method": "the ωB97M-V functional and the def2-TZVPD basis",
  "symbols": ["C", "N", "O", "H", "H", "H"],
  "coordinates": [[-0.8031, -0.0638, -0.0999], [0.2888, -0.7221, -0.0489], [1.5110, -0.2306, -0.0949], [-0.7853, 1.0537, -0.1563], [-1.7039, -0.8314, 0.1433], [1.4924, 0.7943, 0.2567]],
  "lowdin_charge": [-0.074, -0.198, -0.086, 0.070, 0.119, 0.168],
  "orbital_gap_ha": 0.3921,
  "smiles": "C=NO",
  "e_lumo_ev": 0.84
}

Version C
{
  "formula": "CH3NO",
  "method": "the ωB97M-V functional and the def2-TZVPD basis",
  "symbols": ["C", "N", "H", "O", "H", "H"],
  "coordinates": [[1.5298, 0.3410, -1.9825], [1.6646, -0.2417, -1.0037], [1.2582, 0.7466, -2.9425], [-1.7292, -0.1215, 2.2504], [-0.8093, 0.1514, 2.0323], [-1.9141, -0.8757, 1.6460]],
  "lowdin_charge": [-0.092, 0.044, 0.052, -0.093, 0.044, 0.045],
  "orbital_gap_ha": 0.4502,
  "smiles": "C#N.O",
  "e_lumo_ev": 0.88
}

Version D
{
  "formula": "CH3NO",
  "method": "the ωB97M-V functional and the def2-TZVPD basis",
  "symbols": ["C", "N", "O", "H", "H", "H"],
  "coordinates": [[-0.9547, 0.0971, -0.0614], [0.0722, -0.7083, -0.1254], [1.2310, 0.1357, -0.1206], [-0.4353, 1.1922, -0.0641], [-2.0337, -0.2684, 0.0616], [2.1205, -0.4483, 0.3099]],
  "lowdin_charge": [-0.064, -0.125, -0.229, 0.121, 0.089, 0.208],
  "orbital_gap_ha": 0.4012,
  "smiles": "C=NO",
  "e_lumo_ev": 0.82
}

Of them, version A has the highest stability.

Version A
{
  "formula": "C6H16N2O",
  "method": "the ωB97M-V functional and the def2-TZVPD basis",
  "symbols": ["C", "C", "O", "H", "H", "H", "H", "H", "H", "C", "C", "C", "N", "C", "N", "H", "H", "H", "H", "H", "H", "H", "H", "H", "H"],
  "coordinates": [[1.3606, 2.6234, 0.1177], [-0.0838, 0.7416, 1.1999], [2.6291, 2.3906, 0.3716], [3.1386, 3.0422, 0.8886], [1.0134, 3.6041, 0.5050], [0.4915, 1.6060, -1.2715], [-0.2604, -0.1804, 1.7575], [-1.0173, 1.3014, 1.1734], [0.6889, 1.1909, 1.8241], [-0.7145, -2.4423, 0.1011], [-2.3222, -0.7208, -0.3629], [1.4881, -0.7365, -0.4269], [-0.9431, -1.1553, -0.5282], [0.0793, -0.1777, -0.5008], [-0.0219, 0.7416, -1.5557], [-0.9757, 0.9762, -1.7963], [-0.6834, -2.3851, 1.1992], [-1.5303, -3.1085, -0.1823], [-2.4710, 0.2844, -0.7482], [-2.9811, -1.3938, -0.9166], [-2.6251, -0.7298, 0.6922], [0.2062, -2.8932, -0.2581], [1.6789, -1.3732, -1.2938], [2.1934, 0.0868, -0.4790], [1.6619, -1.2927, 0.4900]],
  "lowdin_charge": [0.001, -0.055, -0.027, 0.115, 0.043, 0.019, 0.023, 0.035, 0.018, -0.093, -0.090, -0.053, -0.218, -0.538, 0.050, 0.061, 0.085, 0.084, 0.072, 0.084, 0.085, 0.075, 0.087, 0.060, 0.077],
  "orbital_gap_ha": 0.2836,
  "e_lumo_ev": 0.41
}

Version B
{
  "formula": "C6H16N2O",
  "method": "the ωB97M-V functional and the def2-TZVPD basis",
  "symbols": ["H", "N", "C", "C", "C", "N", "H", "H", "H", "H", "H", "H", "H", "C", "C", "C", "O", "H", "H", "H", "H", "H", "H", "H", "H"],
  "coordinates": [[-0.0108, -1.0940, 2.0581], [-0.9558, -1.0547, 1.6656], [-1.1786, 0.0137, 1.0272], [-0.4133, 1.6135, 1.3034], [-1.1868, 2.2900, 2.4124], [-0.3469, 2.3506, 0.1232], [-2.1956, 0.1382, 0.6384], [0.5887, 1.3020, 1.6040], [-1.1905, 1.6725, 3.3073], [-0.7227, 3.2495, 2.6431], [-2.2171, 2.4685, 2.1032], [0.1119, 1.8120, -0.6297], [-1.2411, 2.7194, -0.1784], [0.0766, -2.1405, -2.2552], [1.0123, -1.0099, -1.8254], [2.0330, -1.4921, -0.7914], [0.2678, 0.0812, -1.3311], [0.6404, -2.9608, -2.6986], [-0.6323, -1.7755, -2.9990], [-0.4841, -2.5098, -1.3944], [1.5528, -0.6345, -2.7049], [2.6579, -0.6602, -0.4680], [1.5201, -1.8929, 0.0835], [2.6735, -2.2660, -1.2145], [-0.3593, -0.2203, -0.4788]],
  "lowdin_charge": [0.052, 0.085, -0.222, -0.410, -0.076, 0.022, 0.101, 0.123, 0.076, 0.081, 0.078, 0.062, 0.084, -0.057, -0.500, -0.056, -0.143, 0.078, 0.078, 0.078, 0.140, 0.078, 0.066, 0.078, 0.104],
  "orbital_gap_ha": 0.3364,
  "smiles": "[H]/N=C\\[C@H](C)N.CC(C)O",
  "e_lumo_ev": 0.72
}

Of them, version B has the highest stability.